C12H15N3O5PS3 | wB97M-V/def2-TZVPD

Output
* orbital gap: 0.13909 Ha
* E_HOMO: -2.71 eV
* charge: -1
* energy: -69186.25886 eV
* molar mass: 408.443 g/mol
* strongest force on any atom: 1.015 eV Å⁻¹

Last column: natural (NBO) charge in e.
Atoms and positions in Å:
S: -3.89 2.45 2.06  -0.48
P: -2.48 1.19 2.34  0.97
N: -1.35 1.00 0.94  -0.77
S: -0.08 -0.07 1.60  0.15
C: -0.88 2.34 0.46  -0.23
C: 0.22 2.26 -0.60  -0.45
C: -0.31 2.63 -1.99  -0.41
C: 0.76 2.49 -3.07  -0.51
S: 2.08 3.73 -2.96  0.25
C: 3.27 2.83 -2.05  0.26
N: 3.92 1.79 -2.43  -0.28
N: 4.73 1.43 -1.36  -0.27
C: 4.50 2.29 -0.44  0.29
O: 3.59 3.22 -0.79  -0.42
H: -2.82 -0.14 2.57  0.05
H: -1.53 1.57 3.29  -0.01
H: -1.88 0.50 0.22  0.47
H: 0.09 -0.83 0.44  0.27
H: -1.75 2.83 0.02  0.23
H: -0.59 2.94 1.33  0.22
H: 0.98 3.01 -0.34  0.23
H: 0.69 1.28 -0.66  0.24
H: -0.67 3.66 -2.00  0.21
H: -1.11 1.93 -2.27  0.22
H: 0.32 2.56 -4.07  0.24
H: 1.24 1.51 -3.03  0.25
H: 4.94 2.32 0.54  0.21
C: -2.14 -4.06 0.24  -0.55
C: -0.97 -3.39 -0.06  0.39
C: 0.29 -3.78 0.76  0.39
O: 1.37 -3.21 0.51  -0.73
C: 0.14 -4.71 1.80  -0.56
C: -1.04 -5.40 2.13  0.41
C: -2.28 -5.08 1.24  0.44
O: -3.34 -5.68 1.42  -0.63
O: -1.18 -6.22 3.05  -0.66
O: -0.84 -2.46 -0.92  -0.79
H: -3.05 -3.82 -0.31  0.18
H: 1.04 -4.90 2.39  0.19

***

C90H72CrF14O4 | wB97M-V/def2-TZVPD

Output
* orbital gap (alpha / beta): 0.20278 / 0.20117 Ha
* E_HOMO (alpha / beta): -6.94 / -6.90 eV
* spin multiplicity: 5
* energy: -169147.35420 eV
* molar mass: 1535.530 g/mol
* strongest force on any atom: 9.297 eV Å⁻¹

Last column: Löwdin spin population.
Atoms and positions in Å:
Cr: 2.38 1.86 -2.42  3.82
C: -0.33 -0.94 -0.59  0.01
C: 0.66 0.04 -1.07  -0.01
C: 1.24 1.01 0.02  -0.01
O: 1.94 1.88 -0.38  0.00
C: 0.82 0.83 1.48  0.00
C: -0.02 -0.18 1.80  0.00
C: -0.66 -1.03 0.70  0.00
O: -1.62 -1.86 0.94  0.02
O: -0.14 -0.46 3.09  0.01
O: 1.06 0.33 -2.22  0.00
H: -0.70 -1.63 -1.34  0.00
H: 1.37 1.31 2.28  0.00
F: 0.84 3.52 -2.22  0.03
C: 0.07 4.59 -1.82  0.00
C: -1.16 4.39 -1.32  0.00
C: -1.92 5.37 -0.82  0.00
C: -1.45 6.70 -0.92  0.00
C: -0.25 7.01 -1.51  0.00
C: 0.50 5.93 -1.98  0.00
H: -1.52 3.37 -1.33  0.00
H: -2.88 5.12 -0.39  0.00
H: -2.05 7.52 -0.55  0.00
H: 0.16 8.01 -1.59  0.00
H: 1.47 6.10 -2.42  0.00
F: -1.98 -4.88 1.66  0.00
C: -1.71 -5.64 0.57  0.00
C: -1.56 -5.10 -0.70  0.00
C: -1.42 -5.99 -1.76  0.00
C: -1.34 -7.36 -1.51  0.00
C: -1.35 -7.92 -0.25  0.00
C: -1.59 -7.04 0.84  0.00
H: -1.65 -4.02 -0.73  0.00
H: -1.39 -5.68 -2.79  0.00
H: -1.12 -8.04 -2.32  0.00
H: -1.18 -8.97 -0.11  0.00
H: -1.67 -7.42 1.84  0.00
F: 0.57 -2.25 5.20  0.00
C: 1.62 -1.92 5.97  0.00
C: 2.14 -2.88 6.83  0.00
C: 3.21 -2.56 7.63  0.00
C: 3.62 -1.20 7.67  0.00
C: 3.04 -0.26 6.75  0.00
C: 2.06 -0.61 5.88  0.00
H: 1.68 -3.86 6.76  0.00
H: 3.66 -3.28 8.30  0.00
H: 4.56 -0.89 8.09  0.00
H: 3.38 0.77 6.71  0.00
H: 1.51 0.01 5.18  0.00
F: 3.12 0.45 -3.89  0.03
C: 3.40 -0.64 -4.61  0.00
C: 2.57 -1.72 -4.51  0.00
C: 2.90 -2.85 -5.22  0.00
C: 3.96 -2.83 -6.11  0.00
C: 4.87 -1.73 -6.15  0.00
C: 4.56 -0.61 -5.34  0.00
H: 1.69 -1.66 -3.90  0.00
H: 2.33 -3.77 -5.13  0.00
H: 4.15 -3.64 -6.79  0.00
H: 5.76 -1.81 -6.76  0.00
H: 5.23 0.24 -5.37  0.00
F: 0.54 -3.30 2.69  0.00
C: 1.87 -3.65 2.61  0.00
C: 2.22 -4.86 1.97  0.00
C: 3.55 -5.17 1.77  0.00
C: 4.52 -4.30 2.23  0.00
C: 4.20 -3.07 2.77  0.00
C: 2.85 -2.83 3.01  0.00
H: 1.48 -5.48 1.49  0.00
H: 3.83 -6.09 1.27  0.00
H: 5.55 -4.56 2.03  0.00
H: 4.96 -2.33 2.97  0.00
H: 2.59 -1.85 3.38  0.00
F: -1.97 -0.49 5.72  0.00
C: -2.34 0.75 6.02  0.00
C: -1.53 1.77 5.63  0.00
C: -1.88 3.04 6.09  0.00
C: -3.00 3.24 6.90  0.00
C: -3.85 2.25 7.28  0.00
C: -3.49 0.96 6.77  0.00
H: -0.69 1.64 4.97  0.00
H: -1.28 3.91 5.91  0.00
H: -3.23 4.24 7.23  0.00
H: -4.75 2.44 7.85  0.00
H: -4.09 0.14 7.13  0.00
F: -0.14 -3.79 -4.02  0.00
C: -1.04 -3.13 -4.81  0.00
C: -1.39 -3.73 -5.97  0.00
C: -2.20 -3.05 -6.92  0.00
C: -2.71 -1.81 -6.60  0.00
C: -2.43 -1.19 -5.37  0.00
C: -1.62 -1.86 -4.47  0.00
H: -1.05 -4.73 -6.23  0.00
H: -2.44 -3.54 -7.86  0.00
H: -3.38 -1.31 -7.29  0.00
H: -2.89 -0.25 -5.11  0.00
H: -1.41 -1.43 -3.51  0.00
F: -3.40 -0.33 2.81  0.00
C: -3.89 0.86 2.39  0.00
C: -3.28 1.46 1.28  0.00
C: -3.92 2.59 0.73  0.00
C: -5.08 3.13 1.35  0.00
C: -5.53 2.65 2.54  0.00
C: -4.98 1.48 3.02  0.00
H: -2.49 1.01 0.70  0.00
H: -3.63 3.02 -0.21  0.00
H: -5.62 3.99 0.97  0.00
H: -6.36 2.94 3.16  0.00
H: -5.33 1.06 3.95  0.00
F: -6.04 2.84 -2.64  0.00
C: -4.84 2.37 -2.89  0.00
C: -3.99 3.15 -3.61  0.00
C: -2.70 2.78 -3.85  0.00
C: -2.28 1.52 -3.32  0.00
C: -3.18 0.71 -2.65  0.00
C: -4.45 1.20 -2.29  0.00
H: -4.33 4.12 -3.97  0.00
H: -2.11 3.56 -4.30  0.00
H: -1.29 1.18 -3.56  0.00
H: -2.86 -0.25 -2.26  0.00
H: -5.20 0.71 -1.69  0.00
F: -4.39 -2.78 1.45  0.00
C: -5.30 -2.12 0.72  0.00
C: -5.47 -2.43 -0.67  0.00
C: -6.55 -1.88 -1.34  0.00
C: -7.41 -0.92 -0.73  0.00
C: -7.14 -0.50 0.56  0.00
C: -6.13 -1.17 1.30  0.00
H: -4.76 -3.13 -1.07  0.00
H: -6.71 -2.01 -2.40  0.00
H: -8.21 -0.48 -1.30  0.00
H: -7.83 0.20 1.00  0.00
H: -6.09 -1.01 2.36  0.00
F: 5.98 -0.67 1.59  0.00
C: 5.75 0.29 2.52  0.00
C: 6.78 0.67 3.39  0.00
C: 6.55 1.60 4.39  0.00
C: 5.26 2.16 4.55  0.00
C: 4.20 1.73 3.76  0.00
C: 4.46 0.80 2.71  0.00
H: 7.78 0.28 3.24  0.00
H: 7.33 2.06 4.99  0.00
H: 5.06 2.90 5.30  0.00
H: 3.20 2.11 3.90  0.00
H: 3.72 0.51 1.97  0.00
F: -3.02 6.31 4.10  0.00
C: -1.87 5.84 3.59  0.00
C: -1.95 4.78 2.75  0.00
C: -0.78 4.22 2.18  0.00
C: 0.49 4.68 2.58  0.00
C: 0.58 5.71 3.51  0.00
C: -0.62 6.27 4.05  0.00
H: -2.96 4.45 2.54  0.00
H: -0.89 3.33 1.58  0.00
H: 1.39 4.19 2.23  0.00
H: 1.58 6.08 3.66  0.00
H: -0.60 7.07 4.78  0.00
F: 1.19 2.03 -4.30  0.03
C: 1.18 1.83 -5.63  0.00
C: 0.08 1.24 -6.25  0.00
C: 0.07 1.14 -7.63  0.00
C: 1.13 1.49 -8.38  0.00
C: 2.28 2.05 -7.74  0.00
C: 2.25 2.25 -6.36  0.00
H: -0.82 0.97 -5.70  0.00
H: -0.79 0.74 -8.15  0.00
H: 1.09 1.29 -9.44  0.00
H: 3.22 2.20 -8.25  0.00
H: 3.09 2.76 -5.93  0.00
F: 3.91 0.37 -1.50  0.03
C: 4.53 -0.84 -1.55  0.00
C: 5.92 -0.95 -1.85  0.00
C: 6.58 -2.17 -1.73  0.00
C: 5.86 -3.25 -1.26  0.00
C: 4.54 -3.20 -0.93  0.00
C: 3.81 -2.00 -1.07  0.00
H: 6.51 -0.11 -2.20  0.00
H: 7.64 -2.29 -1.92  0.00
H: 6.45 -4.14 -1.08  0.00
H: 4.08 -4.14 -0.66  0.00
H: 2.77 -1.94 -0.79  0.00

***

C25H26N2O6S | wB97M-V/def2-TZVPD

Output
* orbital gap: 0.30115 Ha
* SMILES: COc1cc([C@H]2CC(=O)N(CC(=O)NCc3ccco3)c3ccccc3S2)cc(OC)c1OC
* E_HOMO: -7.75 eV
* energy: -52446.78501 eV
* molar mass: 482.558 g/mol
* strongest force on any atom: 0.963 eV Å⁻¹

Last column: natural (NBO) charge in e.
Atoms and positions in Å:
C: -3.45 2.40 3.75  -0.25
O: -2.12 2.76 3.47  -0.48
C: -1.51 2.21 2.39  0.27
C: -2.11 1.32 1.51  -0.27
C: -1.39 0.80 0.44  -0.06
C: -2.05 -0.17 -0.49  -0.29
C: -1.99 0.20 -1.97  -0.52
C: -0.59 0.19 -2.55  0.72
O: 0.03 1.21 -2.78  -0.61
N: -0.06 -1.04 -2.80  -0.50
C: 1.32 -1.11 -3.24  -0.31
C: 2.35 -1.32 -2.12  0.67
O: 3.53 -1.26 -2.36  -0.64
N: 1.85 -1.57 -0.90  -0.65
C: 2.69 -1.85 0.25  -0.27
C: 2.25 -1.10 1.45  0.26
C: 2.87 -0.16 2.22  -0.30
C: 1.96 0.17 3.26  -0.32
C: 0.86 -0.59 3.04  0.10
O: 1.02 -1.37 1.96  -0.41
C: -0.85 -2.22 -2.84  0.22
C: -0.97 -2.93 -4.03  -0.24
C: -1.72 -4.09 -4.08  -0.20
C: -2.37 -4.55 -2.94  -0.21
C: -2.26 -3.85 -1.76  -0.19
C: -1.51 -2.68 -1.70  -0.23
S: -1.32 -1.85 -0.14  0.25
C: -0.07 1.18 0.27  -0.33
C: 0.54 2.11 1.10  0.33
O: 1.82 2.54 0.89  -0.53
C: 2.44 2.21 -0.34  -0.26
C: -0.18 2.64 2.19  0.21
O: 0.26 3.51 3.13  -0.49
C: 1.50 4.17 2.99  -0.24
H: -4.13 2.69 2.93  0.17
H: -3.55 1.32 3.93  0.17
H: -3.73 2.94 4.65  0.20
H: -3.14 1.02 1.66  0.21
H: -3.11 -0.28 -0.21  0.23
H: -2.38 1.22 -2.07  0.25
H: -2.63 -0.48 -2.54  0.24
H: 1.45 -1.92 -3.95  0.23
H: 1.57 -0.17 -3.74  0.26
H: 0.85 -1.64 -0.74  0.42
H: 3.71 -1.58 -0.02  0.25
H: 2.65 -2.93 0.46  0.21
H: 3.85 0.25 2.07  0.23
H: 2.11 0.87 4.05  0.23
H: -0.08 -0.67 3.56  0.21
H: -0.48 -2.56 -4.92  0.22
H: -1.81 -4.63 -5.01  0.22
H: -2.95 -5.46 -2.98  0.22
H: -2.76 -4.19 -0.86  0.23
H: 0.51 0.74 -0.52  0.24
H: 1.80 2.44 -1.19  0.20
H: 3.34 2.83 -0.38  0.20
H: 2.73 1.16 -0.37  0.18
H: 2.33 3.48 3.00  0.18
H: 1.56 4.84 3.85  0.19
H: 1.53 4.76 2.07  0.18